The following is a quantum chemistry calculation of a molecular structure, C38H47ClF48O6SiTa in a non-equilibrium geometry, from OMol25.

Each line ends with the Mulliken charge.
Atoms and positions in Å:
1 Ta -3.326 3.020 -0.420  0.790
2 Cl -2.238 5.191 -1.073  -0.640
3 Si -4.641 0.893 0.360  0.276
4 F 1.488 -0.450 3.574  -0.236
5 F -0.114 -7.444 7.541  -0.329
6 F 3.037 -1.685 1.716  -0.188
7 F 2.831 -4.220 2.705  -0.258
8 F -4.165 10.439 0.124  -0.258
9 F -2.624 8.711 3.212  -0.306
10 F 2.103 -7.645 -2.721  -0.271
11 F 3.224 -7.530 -5.213  -0.256
12 F 5.018 3.420 -1.788  -0.174
13 F 4.755 -3.475 4.665  -0.289
14 F 4.476 -4.699 -0.137  -0.187
15 F 5.302 0.006 0.216  -0.176
16 F -4.631 7.970 1.347  -0.257
17 F -1.559 -8.921 3.334  -0.237
18 F -3.816 6.336 2.528  -0.254
19 F 4.767 0.781 -1.744  -0.189
20 F 4.567 4.403 -3.683  -0.265
21 F 3.724 0.294 2.298  -0.299
22 F -1.254 -9.858 7.395  -0.272
23 F 5.644 1.961 -4.107  -0.254
24 F 2.492 -9.590 -3.586  -0.308
25 F -0.406 -10.225 5.420  -0.218
26 F -3.218 12.352 0.585  -0.342
27 F 6.226 -4.594 3.533  -0.324
28 F -0.470 -9.408 1.502  -0.264
29 F -7.595 2.455 -5.932  -0.244
30 F -4.668 2.346 -3.992  -0.342
31 F 2.471 -2.194 4.437  -0.206
32 F 6.908 2.120 -0.458  -0.276
33 F 3.806 -5.877 3.730  -0.270
34 F 5.562 -7.037 -1.079  -0.297
35 F 7.959 0.226 -0.401  -0.317
36 F 1.249 -9.220 3.617  -0.289
37 F -4.790 10.186 2.858  -0.206
38 F 4.633 -6.818 -3.703  -0.209
39 F -6.944 0.986 -4.457  -0.237
40 F -5.536 11.983 1.871  -0.277
41 F -6.869 4.637 -7.247  -0.286
42 F -9.070 6.117 -6.583  -0.272
43 F 1.486 -7.639 2.160  -0.211
44 F 6.902 3.629 -4.741  -0.336
45 F -1.473 -7.653 5.845  -0.272
46 F -1.283 7.343 2.204  -0.276
47 F -6.447 6.748 -6.982  -0.317
48 F 3.295 -5.515 -1.764  -0.257
49 F -6.470 3.510 -3.575  -0.247
50 F 4.793 -7.190 0.954  -0.273
51 F -8.514 4.780 -4.946  -0.212
52 O 7.497 1.084 -2.365  -0.385
53 O -5.808 5.371 -5.402  -0.387
54 O -2.041 9.052 1.064  -0.365
55 O 0.506 -7.146 4.067  -0.323
56 O 5.289 -2.863 2.567  -0.355
57 O 3.824 -8.898 -1.990  -0.428
58 C 5.044 -1.516 2.949  -0.931
59 C -2.367 8.117 2.026  0.750
60 C -6.134 0.693 -0.829  -0.835
61 C 4.423 -7.067 -0.359  1.168
62 C 2.685 -0.955 3.940  -0.023
63 C 3.671 -5.737 -0.493  -0.033
64 C -5.103 4.138 -5.388  -0.926
65 C -8.127 5.864 -5.640  0.197
66 C 0.654 -8.124 3.115  0.672
67 C 4.013 -4.850 2.866  1.103
68 C 5.570 3.976 -2.882  0.068
69 C -1.270 2.144 0.239  0.335
70 C -0.264 -8.020 6.315  0.853
71 C 0.522 1.075 -1.345  -1.152
72 C -2.141 10.429 1.343  -0.752
73 C 3.082 -8.489 -3.074  0.809
74 C 7.031 0.937 -1.082  0.796
75 C -4.413 11.342 2.287  0.082
76 C -3.516 7.227 1.562  0.813
77 C -3.499 11.108 1.082  0.920
78 C -0.851 0.957 -0.690  -0.182
79 C -3.678 -0.741 0.299  -1.110
80 C 0.840 -7.421 5.420  -0.721
81 C 5.729 0.142 -1.060  0.118
82 C -0.676 -8.450 2.437  0.212
83 C 5.068 -3.903 3.430  0.823
84 C 7.647 2.373 -2.932  -0.743
85 C -6.507 1.928 -5.324  0.069
86 C -5.716 2.993 -4.561  0.992
87 C 6.420 2.964 -3.651  0.917
88 C -6.786 5.613 -6.325  0.804
89 C -5.399 1.036 2.102  -1.165
90 C 3.608 -0.990 2.721  1.216
91 C 3.620 -8.335 -0.705  -1.101
92 C 3.983 -7.904 -4.161  0.178
93 C -0.237 -9.530 6.562  0.095
94 C 1.652 0.521 -0.460  -0.705
95 C -0.180 3.194 0.449  -1.878
96 H -3.239 -0.882 -0.681  0.304
97 H -1.605 0.757 -1.435  0.190
98 H -4.338 -1.588 0.464  0.458
99 H 3.104 -0.320 4.726  0.234
100 H 1.047 -6.442 5.847  0.433
101 H -5.779 0.952 -1.816  -0.026
102 H 6.170 4.841 -2.585  0.250
103 H 2.163 -0.260 -1.007  0.347
104 H 8.086 3.077 -2.227  0.329
105 H -1.752 10.671 2.332  0.313
106 H 0.752 2.060 -1.715  0.298
107 H -1.467 1.722 1.223  0.005
108 H 5.868 -0.849 -1.496  0.212
109 H -2.864 -0.801 1.010  0.270
110 H 3.989 -9.101 -0.025  0.490
111 H -1.090 -7.559 1.961  0.271
112 H -3.505 3.647 1.337  -0.169
113 H -4.971 3.814 -0.816  -0.146
114 H -3.258 6.696 0.642  -0.225
115 H -5.878 1.441 -6.074  0.267
116 H 5.676 -0.941 2.279  0.333
117 H -6.092 1.863 2.134  0.303
118 H -4.622 1.201 2.838  0.295
119 H 0.705 -9.830 7.031  0.289
120 H 1.773 -7.976 5.494  0.328
121 H -5.945 0.134 2.353  0.347
122 H 4.318 -5.248 1.908  -0.692
123 H 5.408 -1.302 3.953  0.296
124 H 1.246 0.031 0.408  0.189
125 H 4.716 -8.645 -4.487  0.235
126 H 0.164 3.624 -0.478  0.462
127 H -1.458 10.891 0.633  0.402
128 H -8.055 6.715 -4.961  0.251
129 H 2.786 -5.713 0.152  0.348
130 H -3.916 11.968 3.034  0.274
131 H 2.387 1.267 -0.198  0.237
132 H 2.563 -8.221 -0.470  0.509
133 H -4.828 3.819 -6.393  0.328
134 H -6.432 -0.351 -0.867  0.371
135 H 0.494 0.433 -2.217  0.547
136 H 8.390 2.231 -3.714  0.392
137 H -0.584 4.023 1.010  0.520
138 H -0.818 0.063 -0.078  0.266
139 H 0.693 2.812 0.976  0.247
140 H -3.156 2.255 -2.097  -0.348
141 H -4.169 4.377 -4.883  0.462
142 H -6.943 1.346 -0.548  0.324

Cartesian forces (eV/Å) of the 3 atoms listed first:
2.492 2.036 -0.538
-0.502 -0.642 -0.001
-0.799 -0.076 0.177

Summary:
Gap between HOMO and LUMO: 6.2 eV
Largest force on an atom: 3.263 eV/Å
Lowest unoccupied orbital energy: 1.59 eV
Net charge: -1
Calculated total energy: -204842.9811 eV
ΔE to the lowest compared entry with this formula, charge and spin: 127.2 kJ/mol